The following is a quantum chemistry calculation of a cluster of 2 separate species, C3H9O2 in total, from OMol25.

Calculated values
Total charge: -1
Gap between HOMO and LUMO in Ha: 0.235
Energy in a.u.: -270.1591
Energy above the lowest of the compared OMol25 structures with the same formula, charge and spin in kcal/mol: 16.7
2S+1: 1

Positions of all 14 atoms, in Å:
C (-0.26, 0.23, -0.78)
O (-1.30, 0.69, -1.43)
C (-0.53, -0.81, 0.34)
C (-1.38, -0.24, 1.46)
H (0.36, 1.03, -0.22)
H (0.54, -0.27, -1.40)
H (0.45, -1.14, 0.71)
H (-1.00, -1.70, -0.10)
H (-1.17, -0.69, 2.43)
H (-2.44, -0.35, 1.22)
H (-1.20, 0.84, 1.50)
H (3.08, 0.08, 1.04)
H (2.08, 0.66, 0.04)
O (2.87, 0.10, 0.09)

Atom charges from the Mulliken analysis, given in e for atoms 1 to 8: atom 1 (C): -0.412, atom 2 (O): -0.839, atom 3 (C): -0.153, atom 4 (C): -0.992, atom 5 (H): -0.086, atom 6 (H): 0.223, atom 7 (H): 0.223, atom 8 (H): 0.313